Record 1
The following is a DFT calculation (ωB97M-V with the def2-TZVPD basis set) of a structure of composition C23H20BN4O5Rh at a distorted geometry.

XYZ file:
```
54
C23H20BN4O5Rh (ωB97M-V with the def2-TZVPD basis set)
Rh 1.676 -0.141 -0.325
O -1.907 -0.901 3.563
C -2.152 -1.916 2.756
C -3.372 -2.536 2.808
C -3.814 -3.380 1.797
C -2.956 -3.717 0.786
C -1.705 -3.226 0.736
C -1.275 -2.307 1.760
C 0.031 -1.641 1.510
O 0.574 -2.079 0.390
N 0.528 -0.860 2.444
N 1.557 -0.098 1.980
C 2.051 0.721 2.858
C 3.223 1.571 2.542
C 3.645 2.423 3.601
C 4.617 3.349 3.383
C 5.153 3.515 2.116
C 4.684 2.707 1.087
C 3.699 1.648 1.207
O 3.433 0.947 0.172
H -0.990 -0.792 3.422
H -4.119 -2.126 3.479
H -4.750 -3.936 1.801
H -3.284 -4.429 0.092
H -1.041 -3.614 -0.024
H 1.449 0.902 3.830
H 3.064 2.248 4.436
H 4.955 4.183 3.923
H 5.972 4.198 2.098
H 5.215 2.684 0.125
C 0.890 -4.197 -3.586
N 0.722 -2.756 -3.423
C -0.674 -2.170 -3.632
C 1.566 -2.005 -2.751
N 2.186 -1.266 -2.083
H 0.558 -4.401 -4.620
H 0.266 -4.746 -2.955
H 1.936 -4.465 -3.628
H -0.656 -1.116 -3.742
H -1.305 -2.444 -2.785
H -1.139 -2.785 -4.526
O -0.956 1.764 -0.047
B 0.044 1.238 -0.875
O -0.289 1.543 -2.244
C -1.285 2.509 -2.147
C -2.016 3.024 -3.170
C -3.150 3.788 -2.788
C -3.520 3.948 -1.451
C -2.731 3.393 -0.475
C -1.665 2.597 -0.851
H -1.834 2.919 -4.264
H -3.726 4.283 -3.619
H -4.413 4.519 -1.290
H -2.965 3.428 0.599
```

- lowest unoccupied orbital energy (alpha / beta) (eV) = -0.037 / -2.855
- E_HOMO (alpha / beta) (eV) = -7.046 / -8.206
- <S²> = 6.057
- total energy (eV) = -44053.4189
- spin multiplicity = 5


Record 2
The following is a DFT calculation (ωB97M-V with the def2-TZVPD basis set) of a structure of composition C23H20Br2MoN3OS2Si2.

XYZ file:
```
54
C23H20Br2MoN3OS2Si2 (ωB97M-V with the def2-TZVPD basis set)
Mo 0.064 -1.229 0.298
C 0.783 -0.130 3.471
Si -0.749 -0.088 2.386
C -2.243 -0.826 3.213
C -1.058 1.678 1.803
C -1.355 2.486 2.909
C -1.718 3.817 2.789
C -1.784 4.378 1.528
C -1.456 3.607 0.424
C -1.079 2.255 0.518
Si -0.949 1.661 -1.268
C 0.057 2.914 -2.221
C -2.637 1.234 -1.912
H 0.592 0.462 4.372
H 1.656 0.310 2.984
H 1.021 -1.146 3.789
H -2.487 -0.256 4.113
H -2.045 -1.858 3.509
H -3.110 -0.812 2.553
H -1.324 2.064 3.909
H -1.954 4.401 3.668
H -2.079 5.411 1.398
H -1.513 4.101 -0.541
H -0.549 3.419 -2.974
H 0.898 2.460 -2.744
H 0.473 3.662 -1.548
H -2.930 1.925 -2.705
H -3.372 1.301 -1.109
H -2.675 0.227 -2.327
Br -0.531 0.432 -4.532
C 1.046 0.029 -3.610
C 2.225 -0.164 -4.370
C 3.393 -0.527 -3.770
Br 4.942 -0.719 -4.811
C 3.423 -0.806 -2.374
C 4.554 -1.281 -1.675
C 4.453 -1.626 -0.354
C 3.202 -1.548 0.267
N 2.136 -1.058 -0.341
C 2.237 -0.635 -1.639
C 1.073 -0.105 -2.250
O 0.002 0.133 -1.413
H 2.182 -0.010 -5.439
H 5.492 -1.386 -2.203
H 5.301 -2.003 0.198
H 3.060 -1.912 1.278
S 0.398 -3.238 1.274
C -1.091 -4.150 1.138
C -1.156 -5.410 1.806
N -1.197 -6.411 2.369
C -2.087 -3.666 0.379
S -1.894 -2.111 -0.413
C -3.323 -4.351 0.182
N -4.318 -4.902 0.017
```

- lowest unoccupied orbital energy (alpha / beta) (eV) = -4.647 / -4.719
- E_HOMO (alpha / beta) (eV) = -11.620 / -11.653
- charge = +1
- total energy (eV) = -210055.4576
- spin multiplicity = 1


Record 3
The following is a DFT calculation (ωB97M-V with the def2-TZVPD basis set) of a structure of composition C23H20Cl4N2NaOS3.

XYZ file:
```
54
C23H20Cl4N2NaOS3 (ωB97M-V with the def2-TZVPD basis set)
Na -1.177 -1.272 -2.124
Cl 1.137 -2.122 -3.058
C 2.127 -0.831 -3.703
C 3.348 -1.197 -4.241
C 4.204 -0.227 -4.731
C 3.825 1.104 -4.652
C 2.597 1.445 -4.112
Cl 2.223 3.148 -4.025
C 1.663 0.501 -3.635
S 0.094 0.949 -3.032
H 3.623 -2.244 -4.258
H 5.158 -0.501 -5.163
H 4.481 1.890 -5.002
Cl -3.264 -1.735 -0.420
C -3.525 -3.457 -0.206
C -4.665 -3.809 0.496
C -4.949 -5.145 0.713
C -4.076 -6.100 0.213
C -2.946 -5.720 -0.489
Cl -1.919 -7.001 -1.075
C -2.598 -4.373 -0.746
S -1.179 -3.911 -1.627
H -5.319 -3.033 0.869
H -5.833 -5.440 1.261
H -4.266 -7.154 0.365
C 2.954 -0.426 0.893
C 1.577 -0.091 0.332
C 1.226 1.367 0.605
N -0.026 1.778 -0.026
C -1.250 1.422 0.329
S -2.581 1.625 -0.659
N -1.405 0.796 1.586
C -1.007 1.188 2.848
O -1.095 0.423 3.785
C -0.530 2.597 3.044
C 0.367 2.833 4.080
C 0.789 4.123 4.354
C 0.298 5.186 3.605
C -0.612 4.954 2.583
C -1.027 3.659 2.298
H 3.208 -1.468 0.699
H 2.995 -0.268 1.974
H 3.725 0.196 0.432
H 0.821 -0.734 0.788
H 1.544 -0.267 -0.746
H 2.000 2.020 0.199
H 1.186 1.557 1.675
H 0.047 1.989 -1.026
H -2.054 0.018 1.581
H 0.723 1.992 4.661
H 1.496 4.302 5.155
H 0.618 6.197 3.824
H -1.003 5.780 2.002
H -1.748 3.486 1.507
```

- lowest unoccupied orbital energy (eV) = 2.219
- E_HOMO (eV) = -4.539
- charge = -1
- total energy (eV) = -116221.0305
- spin multiplicity = 1


The highest spin multiplicity belongs to which entry? C23H20BN4O5Rh


Number 2 is which compound? C23H20Br2MoN3OS2Si2


Which of these has the highest total energy? C23H20BN4O5Rh


The highest spin multiplicity belongs to which entry? C23H20BN4O5Rh